(1)
ORCA calculation (ωB97M-V with the def2-TZVPD basis set) on the ion C2H6BrN3 with charge +2 in a non-equilibrium geometry.

Each atom is followed by the atoms it is bonded to, with distances in Å.
Element x y z (Å)
1 N -1.37 -1.61 1.13  C2 1.336, H7 1.035, H8 1.101
2 C -0.32 -1.24 0.40  N1 1.336, N3 1.363, H9 1.154
3 N -0.16 0.08 0.07  C2 1.363, C4 1.490, H10 1.066
4 C 0.84 0.72 -0.83  N3 1.490, N5 1.330, Br6 1.818
5 N 0.89 2.04 -0.95  C4 1.330, H11 1.032, H12 1.006
6 Br 1.84 -0.37 -1.88  C4 1.818
7 H -1.45 -2.55 1.55  N1 1.035
8 H -2.09 -0.83 1.43  N1 1.101
9 H 0.48 -2.04 0.14  C2 1.154
10 H -0.80 0.63 0.73  N3 1.066
11 H 0.40 2.78 -0.43  N5 1.032
12 H 1.74 2.39 -1.36  N5 1.006

net charge	+2
E_LUMO	-10.2	eV
max |F|	0.05892	Eh/bohr
HOMO energy	-0.756	hartree
spin multiplicity	1

---

(2)
ORCA calculation (ωB97M-V with the def2-TZVPD basis set) on a cluster of 2 separate species, C2H6BrNS in total in a non-equilibrium geometry.

Each atom is followed by the atoms it is bonded to, with distances in Å.
Element x y z (Å)
1 C -0.34 -0.90 0.93  C2 1.443, S3 1.735, H4 1.167, H5 1.148
2 C -0.22 -2.07 0.10  C1 1.443, S3 1.827, H6 1.072, H7 1.167
3 S 0.69 -0.57 -0.42  C1 1.735, C2 1.827
4 H 0.03 -0.86 2.04  C1 1.167
5 H -1.40 -0.45 0.88  C1 1.148
6 H 0.50 -2.82 0.36  C2 1.072
7 H -1.22 -2.26 -0.48  C2 1.167
8 N 0.11 2.67 -0.90  Br9 1.953, H10 0.995, H11 1.003
9 Br 1.75 2.49 0.14  N8 1.953
10 H 0.39 3.02 -1.78  N8 0.995
11 H -0.29 1.75 -0.86  N8 1.003

net charge	0
E_LUMO	0.3	eV
max |F|	0.09547	Eh/bohr
HOMO energy	-0.327	hartree
spin multiplicity	1

---

Relative energy (zero: lowest compared OMol25 entry of this formula, charge and spin)
In order: 3.9, 28.5
Unit: kcal per mole
Kohn-Sham gap
In order: 10.38, 9.16
Unit: eV